Computed, not measured: a cluster of 2 separate species, CH3NO4P in total at a distorted geometry, with ωB97M-V with the def2-TZVPD basis set.

The geometry in XYZ format:
```
10
Properties=species:S:1:pos:R:3
C 2.072 0.883 -0.080
N 4.671 -0.639 0.079
O 5.054 0.378 -0.093
O 0.265 -1.222 0.806
O -0.107 -0.041 -1.424
O -0.649 1.085 0.745
P 0.387 0.187 0.048
H 0.763 -1.986 0.512
H -0.783 0.650 -1.688
H -0.827 1.106 1.717
```

Summary:
Charge = +1
Multiplicity = 1
E_tot = -20040.757 eV
Relative energy (zero: lowest compared OMol25 entry of this formula, charge and spin) = 126.9 kcal per mole
M = 124.0 g mol⁻¹
Kohn-Sham gap (alpha / beta) = 5.1 / 5.2 eV
Strongest force on any atom = 0.06958 Eh/bohr
LUMO level (alpha / beta) = -7.359 / -7.261 eV